Record 1
Density functional theory data (ωB97M-V with the def2-TZVPD basis set) for a structure of composition C14H30GeN2O2PtS5Se.

## Properties
Charge: 0
Maximum force, eV Å⁻¹: 0.72
2S+1: 3
Kohn-Sham gap (alpha / beta), eV: 6.5 / 7.0
E, eV: -201364.183
Lowest unoccupied orbital energy (alpha / beta), eV: -0.0878 / -0.2637

Each line ends with the Mulliken charge.
Atoms and positions in Å:
1 Pt 0.41967 0.33777 0.48755  1.4200
2 N -1.67747 -1.19838 0.23606  -0.4676
3 C -1.17144 -2.58591 0.13288  -0.6430
4 C -0.60204 -3.14818 1.44241  -0.6943
5 C 0.79090 -2.66338 1.84998  -0.6512
6 N 0.79450 -1.23930 2.20280  -0.6116
7 H -2.39298 -1.14213 0.95338  0.2250
8 H -2.11034 -0.92534 -0.63867  0.2980
9 H -0.39242 -2.60385 -0.63023  0.2463
10 H -1.97248 -3.24898 -0.20121  0.4574
11 H -0.54299 -4.23155 1.33433  0.3628
12 H -1.31361 -2.95743 2.25701  0.2903
13 H 1.47371 -2.78900 1.00930  0.3081
14 H 1.15649 -3.27927 2.67558  0.4189
15 H 1.71009 -0.92624 2.50487  0.3444
16 H 0.14388 -1.04966 2.95566  0.2226
17 C 2.37027 -1.79176 -2.61342  -0.7810
18 O 1.93761 -1.28858 -1.33473  -0.2401
19 C 0.93844 -0.36301 -1.37500  -0.0664
20 O 0.41370 -0.08405 -2.43022  -0.6336
21 H 3.10680 -2.55985 -2.39891  0.2628
22 H 2.81815 -0.99117 -3.19988  0.2757
23 H 1.53123 -2.20534 -3.16877  0.3059
24 C -5.06458 3.43806 -2.07075  -1.1773
25 Ge -4.01383 3.25374 -0.42915  0.5251
26 C -3.32527 4.97958 0.17870  -1.2157
27 C -5.07571 2.41407 0.98950  -1.2047
28 C -2.51730 2.01263 -0.83407  -0.6612
29 Se -0.78567 2.57368 -0.11268  -0.0588
30 C 0.01388 3.08424 -1.80714  -0.6304
31 H -5.93748 4.07601 -1.91241  0.3677
32 H -5.41016 2.45777 -2.40822  0.3629
33 H -4.45419 3.87924 -2.86313  0.3583
34 H -4.15053 5.63841 0.45809  0.4486
35 H -2.74354 5.46570 -0.60860  0.3295
36 H -2.67872 4.83799 1.04707  0.3510
37 H -5.79503 3.11897 1.41212  0.3807
38 H -4.41861 2.07293 1.79432  0.3518
39 H -5.62491 1.55380 0.59910  0.3520
40 H -2.38113 1.89342 -1.90881  0.4915
41 H -2.73724 1.03364 -0.41240  -0.0528
42 H -0.61975 3.83373 -2.28066  0.4549
43 H 0.11856 2.19729 -2.42175  0.2997
44 H 0.98873 3.51367 -1.58788  -0.0925
45 C 0.75427 6.27802 1.38680  -0.8235
46 S 1.78715 5.01228 2.18031  0.0016
47 C 2.41721 4.19256 0.76389  0.2392
48 C 2.52508 2.85104 0.65622  -0.1359
49 S 2.03648 1.67549 1.82874  -0.4398
50 S 3.29499 2.28924 -0.82300  0.0240
51 C 3.55253 3.82373 -1.57716  0.0475
52 S 4.23255 4.02460 -3.05096  -0.2361
53 S 3.06546 5.14338 -0.56137  -0.1481
54 H 0.25679 6.80175 2.20100  0.3353
55 H 0.01296 5.80307 0.74711  0.1596
56 H 1.35677 6.98417 0.81930  0.3463

=====

Record 2
Density functional theory data (ωB97M-V with the def2-TZVPD basis set) for an isolated molecule of C4H7FS in a non-equilibrium geometry.

## Properties
Structure (SMILES): CC[C@H](F)C=S
ΔE to the lowest compared entry with this formula, charge and spin, eV: 1.518
Charge: 0
Maximum force, eV Å⁻¹: 4.45
Kohn-Sham gap, eV: 8.5
E, eV: -17812.824
Lowest unoccupied orbital energy, eV: -0.3074

Each line ends with the Mulliken charge.
Atoms and positions in Å:
1 C -2.15403 0.54998 0.05168  -1.0605
2 C -1.41724 -0.62832 -0.41029  -0.3109
3 C -0.05803 -0.33228 -0.79609  0.1787
4 F 0.53120 -1.32787 -1.46913  -0.3424
5 C 0.81349 -0.33557 0.52656  -0.4726
6 S 1.34070 1.06110 1.09415  -0.2031
7 H -2.41288 1.23640 -0.74637  0.3178
8 H -1.50361 1.10213 0.75425  0.2251
9 H -3.03129 0.30695 0.61810  0.3433
10 H -1.36496 -1.40299 0.37126  0.2733
11 H -2.05122 -1.14309 -1.20970  0.2900
12 H 0.10647 0.54934 -1.38505  0.3896
13 H 0.92026 -1.19828 1.08206  0.3717

=====

Record 3
Density functional theory data (ωB97M-V with the def2-TZVPD basis set) for an isolated molecule of C4H6ClF in a non-equilibrium geometry.

## Properties
Structure (SMILES): FC/C=C\CCl
ΔE to the lowest compared entry with this formula, charge and spin, eV: 0.890
Charge: 0
Maximum force, eV Å⁻¹: 2.91
Kohn-Sham gap, eV: 10.7
E, eV: -19483.852
Lowest unoccupied orbital energy, eV: 0.5092

Each line ends with the Mulliken charge.
Atoms and positions in Å:
1 F 1.15256 -1.53957 0.43654  -0.3011
2 C 1.36480 -0.63931 -0.63126  -0.2548
3 C 0.80213 0.75502 -0.33713  -0.1983
4 C -0.41212 0.94744 0.15088  -0.2521
5 C -1.39539 -0.04398 0.72647  -0.4454
6 Cl -2.73182 -0.66343 -0.40505  -0.2262
7 H 2.44206 -0.43789 -0.70079  0.2504
8 H 0.91078 -1.13452 -1.57807  0.2417
9 H 1.53076 1.57674 -0.46904  0.3201
10 H -0.80854 1.96814 0.19239  0.3099
11 H -0.82369 -0.97203 1.03757  0.2160
12 H -2.03153 0.18340 1.57750  0.3399

=====

Record 4
Density functional theory data (ωB97M-V with the def2-TZVPD basis set) for a cluster of 2 separate species, C6H10O in total.

## Properties
Structure (SMILES): C=CC=C.CC=O
ΔE to the lowest compared entry with this formula, charge and spin, eV: 1.424
Charge: 0
Maximum force, eV Å⁻¹: 0.49
Kohn-Sham gap, eV: 10.0
E, eV: -8429.816
Lowest unoccupied orbital energy, eV: 0.8731

Each line ends with the Mulliken charge.
Atoms and positions in Å:
1 C 0.52763 -1.63303 0.67812  -0.8348
2 C 1.06227 -0.94824 -0.33522  -0.0198
3 C 1.76557 0.34638 -0.24759  -0.1047
4 C 2.51207 0.77202 0.77197  -0.7213
5 H 0.02450 -2.58146 0.50558  0.2974
6 H 0.56741 -1.27725 1.70585  0.2615
7 H 0.94400 -1.34220 -1.34455  0.2884
8 H 1.63798 0.99347 -1.11384  0.3086
9 H 2.70109 0.16296 1.65329  0.2484
10 H 2.97914 1.75318 0.74315  0.2664
11 C -2.64514 0.17959 -0.38126  -0.9377
12 C -1.39626 1.00649 -0.51115  0.2390
13 O -0.92262 1.35723 -1.56691  -0.4990
14 H -2.42128 -0.72410 0.19801  0.2372
15 H -3.02014 -0.09007 -1.37075  0.2894
16 H -3.40994 0.74018 0.16929  0.3253
17 H -0.90627 1.28484 0.44602  0.3557

=====

Record 5
Density functional theory data (ωB97M-V with the def2-TZVPD basis set) for a cluster of 2 separate species, C11H12N2O in total in a non-equilibrium geometry.

## Properties
ΔE to the lowest compared entry with this formula, charge and spin, eV: 3.663
Charge: 0
Maximum force, eV Å⁻¹: 4.55
Kohn-Sham gap, eV: 7.0
E, eV: -16626.393
Lowest unoccupied orbital energy, eV: -0.2112

Each line ends with the Mulliken charge.
Atoms and positions in Å:
1 C 0.46899 1.32454 -1.63479  -0.1301
2 C -0.48098 2.13598 -2.11800  0.0132
3 N -1.32509 2.84201 -2.54171  -0.5694
4 N 0.46714 -0.04158 -1.81695  0.2049
5 C 1.49953 -0.80032 -1.28751  -0.1997
6 C 1.53417 -2.15072 -1.45576  -0.5877
7 C 0.52486 -2.78339 -2.16285  -0.2234
8 C -0.51514 -2.03906 -2.69575  -0.6460
9 C -0.53677 -0.68550 -2.52218  -0.0452
10 H 1.26927 1.76232 -1.06456  0.3179
11 H 2.28032 -0.29752 -0.74149  0.3594
12 H 2.34827 -2.72168 -1.04032  0.3865
13 H 0.55254 -3.85155 -2.30017  0.3775
14 H -1.29986 -2.53249 -3.24712  0.3831
15 H -1.33270 -0.08590 -2.93192  0.3676
16 C 0.44442 0.43382 4.05180  -1.0687
17 C -0.02131 1.23735 2.88606  0.8386
18 C -1.04432 0.67505 2.00785  -0.1070
19 C -1.72743 1.42804 1.16609  -0.8494
20 O 0.43941 2.33427 2.68341  -0.5631
21 H -0.07003 -0.52497 4.10751  0.3213
22 H 1.51496 0.24851 3.98314  0.2728
23 H 0.26196 0.97491 4.97914  0.2919
24 H -1.22548 -0.38358 2.05831  0.2560
25 H -2.47896 1.01846 0.52203  0.3079
26 H -1.54779 2.48299 1.11573  0.2913

=====

Record 6
Density functional theory data (ωB97M-V with the def2-TZVPD basis set) for an isolated molecule of C4H8N2.

## Properties
Structure (SMILES): [H]/N=C/NCC=C
ΔE to the lowest compared entry with this formula, charge and spin, eV: 0.890
Charge: 0
Maximum force, eV Å⁻¹: 0.32
Kohn-Sham gap, eV: 10.1
E, eV: -7256.985
Lowest unoccupied orbital energy, eV: 1.0990

Each line ends with the Mulliken charge.
Atoms and positions in Å:
1 H 3.18784 0.27639 -1.37136  0.2427
2 N 2.24386 0.38360 -1.72850  -0.6812
3 C 1.42187 -0.24266 -0.98434  0.0994
4 N 0.09358 -0.32199 -1.29233  -0.2841
5 C -0.90136 -0.57965 -0.26401  -0.7608
6 C -1.08532 0.55124 0.72116  0.0961
7 C -0.93088 0.43324 2.03704  -0.7044
8 H 1.68229 -0.78103 -0.05715  0.3115
9 H -0.18173 0.27785 -2.05634  0.2629
10 H -0.63260 -1.49747 0.27513  0.3610
11 H -1.84520 -0.78456 -0.77515  0.2924
12 H -1.33310 1.51877 0.29165  0.2752
13 H -1.06326 1.28103 2.71100  0.2522
14 H -0.65599 -0.51476 2.49320  0.2373